Entry 1:
Entry from the OMol25 dataset: a 2-piece molecular cluster, C9H15N2O2PS overall in a non-equilibrium geometry (ωB97M-V/def2-TZVPD).

Structure (XYZ):
```
30
Properties=species:S:1:pos:R:3:forces:R:3
O -1.0565 1.3775 1.3963 -0.204 0.382 -0.145
P -0.6178 -0.0872 0.9397 0.770 -1.372 -1.032
O -1.9224 -0.9283 1.1944 -0.311 1.027 0.230
S 0.4445 -0.8227 2.7525 0.522 0.355 -1.353
N -0.0914 -0.4841 -0.5432 -2.002 0.735 3.805
C 0.9714 0.0960 -1.2689 1.479 0.637 0.966
C 1.1179 1.5230 -0.8265 -1.723 0.201 -0.882
C 0.1763 2.4290 -1.3128 0.699 0.952 0.859
C -0.0079 3.6519 -0.6586 1.676 -2.961 0.358
C 0.7026 3.9446 0.4916 0.161 -0.489 -2.367
C 1.7440 3.1278 0.8074 0.950 0.829 3.434
C 1.8475 1.8910 0.2765 2.870 -3.098 0.066
H -1.7489 1.5605 2.0719 0.758 -0.748 -0.702
H -1.7584 -1.7805 0.7608 -0.224 -1.444 -0.510
H 1.6800 -0.9374 2.1768 -0.619 0.140 0.258
H 0.8332 -0.0586 -2.3231 -0.273 0.253 -0.636
H 1.9172 -0.3634 -1.0234 0.593 -0.654 0.003
H -0.4200 2.1848 -2.1632 -0.271 -0.148 -0.517
H -0.5967 4.3151 -1.1323 -2.351 2.370 -1.029
H 0.5724 4.8766 0.9027 -0.169 1.964 1.233
H 2.4106 3.4095 1.6683 -0.702 -0.334 -0.941
H 2.6216 1.1149 0.7125 -1.493 1.698 -0.924
C -1.5976 -4.4642 0.3905 0.323 -0.248 3.033
N -1.3540 -3.3391 -0.0992 -0.965 1.078 0.999
C -0.7888 -3.0840 -1.3669 1.501 -3.900 -2.869
H -2.0736 -4.5260 1.4732 0.728 0.266 -2.328
H -1.1418 -5.4016 0.0760 -0.359 -0.217 -0.713
H -1.0128 -2.1468 -1.7664 -0.532 1.448 -0.135
H 0.3450 -3.2051 -1.4864 -1.402 0.183 0.817
H -1.1956 -3.8733 -2.1199 0.568 1.097 1.024
```
Forces are in eV/Å.

Computed properties:
Energy above the lowest of the compared OMol25 structures with the same formula, charge and spin in kcal per mole: 3.8
SMILES: OP(O)(S)=NCc1ccccc1.C=NC
E_LUMO in eV: 0.557
Orbital gap in eV: 9.03

=====

Entry 2:
Entry from the OMol25 dataset: an isolated ion of composition C9H15N2O2S and charge +1 in a non-equilibrium geometry (ωB97M-V/def2-TZVPD).

Structure (XYZ):
```
29
Properties=species:S:1:pos:R:3:forces:R:3
C 0.1343 2.5978 0.2798 -1.262 0.669 1.307
N 0.0941 1.4912 -0.6143 1.057 -1.648 0.053
C -1.1705 1.3217 -1.3383 0.626 -1.967 0.751
N -2.0871 0.8543 -0.2473 -0.087 -1.095 -0.487
S -1.7158 -0.8079 0.1727 1.377 0.820 -1.196
C -3.2281 -1.3215 0.8319 0.263 -2.811 3.130
O -1.4841 -1.4767 -1.0825 -0.104 -0.377 0.404
O -0.6253 -0.7250 1.1287 -1.570 -0.528 -0.156
C 0.9542 0.4951 -0.3531 0.138 0.169 -0.390
C 1.1636 -0.5788 -1.2692 0.696 -2.234 -1.630
C 1.9649 -1.6246 -0.8858 -0.343 1.191 -0.661
C 2.7388 -1.6615 0.3332 2.653 2.284 -0.042
C 2.7169 -0.4271 1.0935 -0.411 1.969 0.755
C 1.8187 0.5333 0.8213 -0.165 1.154 -0.052
H 0.0169 2.3611 1.3610 0.024 -0.320 -0.720
H -0.8081 3.1137 0.0543 0.983 1.008 0.062
H 1.1163 3.0383 0.1548 -0.339 1.052 -0.072
H -1.0626 0.6000 -2.1688 0.007 0.165 0.573
H -1.5123 2.2364 -1.7710 -0.207 0.728 0.142
H -3.0013 0.7073 -0.6491 -0.662 0.535 -0.226
H -3.9680 -1.7338 0.1651 -0.402 1.182 -0.708
H -3.1640 -2.2980 1.4924 1.054 1.610 -1.264
H -3.3968 -0.6318 1.6475 -1.095 0.617 -0.298
H 0.7423 -0.6144 -2.3301 0.430 0.266 1.888
H 2.2776 -2.4361 -1.4982 -0.675 -0.446 -1.070
H 2.5282 -2.3632 1.0552 -1.048 -2.404 1.431
H 3.8357 -1.8631 0.1935 -0.775 -0.193 -0.621
H 3.4059 -0.1775 1.9257 -0.502 -0.872 -0.453
H 1.7156 1.3906 1.4971 0.341 -0.524 -0.448
```
Forces are in eV/Å.

Computed properties:
Energy above the lowest of the compared OMol25 structures with the same formula, charge and spin in kcal per mole: 5.2
SMILES: C[N+](CNS(C)(=O)=O)=C1C=CCC=C1
Total charge: +1
E_LUMO (spin up / spin down) in eV: -4.290 / -4.290
Orbital gap (spin up / spin down) in eV: 9.05 / 9.05

=====

Entry 3:
Entry from the OMol25 dataset: one molecule with the formula C9H15N3 in a non-equilibrium geometry (ωB97M-V/def2-TZVPD).

Structure (XYZ):
```
27
Properties=species:S:1:pos:R:3:forces:R:3
C 1.4810 -1.9926 -0.7135 1.534 0.854 1.590
C 2.4131 0.0181 0.2823 1.013 0.520 -1.741
C 2.4858 -1.2995 -0.0174 -0.342 -0.620 0.700
C -0.5730 0.0639 0.4057 -0.766 0.502 0.548
C 3.7556 0.6737 0.5586 0.334 1.946 -2.273
C -2.7040 -0.3741 -1.0995 1.879 -5.093 2.785
C -2.5266 -1.0143 1.3959 -1.353 0.710 -1.034
C -0.2279 2.0585 -0.8773 -2.010 -0.571 2.192
C -2.1211 0.0020 0.3163 0.574 1.243 -0.373
N 0.6550 -2.5751 -1.2302 -1.965 -1.145 -1.378
N 1.5389 0.9742 -0.0608 0.512 1.856 0.571
N 0.2165 0.9766 -0.1051 0.527 -3.919 0.672
H 3.3665 -1.8241 0.3301 -0.076 -0.185 -0.371
H -0.0988 -0.5795 1.1633 -0.074 0.012 -0.872
H 4.5686 0.5844 -0.2916 -2.020 0.107 1.231
H 4.2061 0.2013 1.3520 1.098 -0.846 2.226
H 3.5671 1.7666 0.7453 0.465 -1.172 0.014
H -2.4980 0.2905 -1.8074 0.781 3.083 -2.832
H -3.7409 -0.5346 -1.0062 -1.356 0.035 0.104
H -2.2687 -1.3951 -1.5096 -0.659 1.885 1.045
H -2.1368 -1.9117 1.0338 1.125 -1.750 -0.235
H -3.5923 -1.2446 1.3366 -0.177 0.543 0.363
H -2.2071 -0.8557 2.4145 0.096 0.396 0.132
H -0.6554 1.7345 -1.7200 -1.692 -1.208 -3.326
H -0.9125 2.5871 -0.3001 -1.488 1.140 0.844
H 0.5531 2.6289 -1.0643 3.579 2.600 -0.952
H -2.5442 1.0407 0.4685 0.464 -0.924 0.370
```
Forces are in eV/Å.

Computed properties:
Energy above the lowest of the compared OMol25 structures with the same formula, charge and spin in kcal per mole: 102.7
E_LUMO (spin up / spin down) in eV: 0.176 / 0.177
Orbital gap (spin up / spin down) in eV: 7.69 / 7.69

=====

Entry 4:
Entry from the OMol25 dataset: a 2-piece molecular cluster, C9H15N4S overall in a non-equilibrium geometry (ωB97M-V/def2-TZVPD).

Structure (XYZ):
```
29
Properties=species:S:1:pos:R:3:forces:R:3
C 0.5932 -2.6888 1.4801 -0.389 1.123 0.638
C 0.8814 -2.6776 2.8135 -0.126 0.668 -0.621
C 0.4283 -0.6566 2.1132 -0.476 1.466 1.946
C 0.8977 2.0512 1.3430 -0.831 -0.797 1.137
C -1.2477 1.6511 0.1764 1.258 0.802 -1.306
C 0.8948 1.9788 -0.9917 1.650 0.084 -2.806
C -1.4063 0.3110 -0.4522 4.104 2.172 2.584
C 0.7087 0.6035 -1.6161 2.468 -0.387 -0.516
C -0.9828 -1.0325 -2.3262 2.254 0.273 -2.542
N 0.2339 -1.3923 1.0871 1.394 -0.490 0.383
N 0.7512 -1.3616 3.2435 -0.082 -1.116 -2.497
N 0.1976 1.9867 0.2504 -0.883 0.816 0.218
N -0.7052 0.3536 -1.7619 -4.195 -0.967 -0.741
S 2.2467 2.5144 1.9500 0.704 0.180 0.193
H 0.5573 -3.3286 0.6545 0.230 -1.733 -0.225
H 1.2130 -3.3205 3.5818 0.177 -1.243 0.055
H -1.7473 2.3958 -0.3913 0.004 1.119 -1.470
H -1.8207 1.8300 1.0246 -0.107 -0.517 2.433
H 2.0021 2.1567 -0.9486 -1.020 -0.280 0.869
H 0.6626 2.7193 -1.8164 -0.751 -0.187 1.275
H -0.8960 -0.3208 0.3019 -0.458 -0.584 -1.504
H -2.3695 0.1177 -0.5521 -4.293 -1.232 -0.883
H 1.2369 0.6667 -2.6928 -1.136 -0.889 2.498
H 1.0066 -0.2372 -0.8374 0.100 1.545 -1.930
H -0.1716 -1.7287 -2.0956 0.464 0.694 0.174
H -1.8000 -1.6354 -2.0068 -1.424 0.793 0.387
H -0.9234 -0.8542 -3.4172 -0.457 -0.680 0.458
H 0.8239 -1.2313 4.2175 0.051 1.368 0.786
H -1.2655 1.1298 -2.3313 1.771 -2.002 1.006
```
Forces are in eV/Å.

Computed properties:
Energy above the lowest of the compared OMol25 structures with the same formula, charge and spin in kcal per mole: 87.9
Total charge: +1
E_LUMO (spin up / spin down) in eV: -4.211 / -3.310
Orbital gap (spin up / spin down) in eV: 6.14 / 8.70

=====

Entry 5:
Entry from the OMol25 dataset: an isolated ion of composition C9H15N6 and charge +1 in a non-equilibrium geometry (ωB97M-V/def2-TZVPD).

Structure (XYZ):
```
30
Properties=species:S:1:pos:R:3:forces:R:3
C 1.7307 -0.4951 1.2410 0.817 0.395 0.658
N 2.9188 -0.3275 0.9604 0.995 0.831 0.040
C 3.1602 -0.1595 -0.4777 -0.164 -0.146 1.556
C 1.7526 -0.4932 -1.0913 3.687 -2.013 -3.719
N 0.8779 -0.4796 0.0147 -2.624 2.745 1.095
C -0.1747 -1.4130 0.0723 -1.260 -0.065 0.331
N -0.4886 -1.9170 1.2348 -1.256 -0.660 -0.657
C -1.6550 -2.6791 1.0005 -0.023 0.963 -0.163
C -1.9873 -2.5659 -0.3241 1.064 -0.450 -0.236
N -1.0221 -1.7579 -0.9551 -1.104 0.214 0.224
N 0.4189 1.1381 0.1372 0.917 -0.612 -1.192
C -0.4644 1.4387 1.2106 -1.367 1.747 4.139
C -1.5854 2.3951 0.6430 -2.229 -4.076 -0.419
N -1.7168 1.7696 -0.6608 -0.112 1.104 -1.136
C -0.3555 1.6600 -1.0227 -0.608 -0.402 -2.018
H 1.3495 -0.4064 2.2629 -0.450 -0.598 -0.744
H 4.0220 -0.8147 -0.5949 -0.346 -0.312 -1.165
H 3.5283 0.8632 -0.6777 -0.451 -0.374 0.206
H 1.5988 0.2262 -1.9442 -0.609 -0.833 1.201
H 1.8325 -1.5834 -1.5390 -0.536 2.159 0.915
H -2.2935 -3.0892 1.8042 1.007 -0.041 -0.601
H -2.5696 -3.1720 -0.9998 -0.721 0.237 0.378
H -1.4014 -1.2349 -1.7848 1.480 -0.617 1.017
H 0.0000 2.1331 1.9511 0.563 -1.245 -0.104
H -0.9340 0.5542 1.7941 0.762 1.232 -1.217
H -2.5798 2.3339 1.1065 0.573 -0.184 0.571
H -1.4431 3.4108 0.4626 1.274 1.712 0.174
H -2.1638 0.8797 -0.6989 -0.626 -0.506 0.477
H -0.3251 1.0772 -1.9711 0.776 0.456 0.631
H -0.0303 2.7088 -1.1539 0.573 -0.659 -0.241
```
Forces are in eV/Å.

Computed properties:
Energy above the lowest of the compared OMol25 structures with the same formula, charge and spin in kcal per mole: 86.6
SMILES: C1=NCC[N@+]1(c1ncc[nH]1)N1CCNC1
Total charge: +1
E_LUMO in eV: -3.872
Orbital gap in eV: 9.29

=====

Entry 6:
Entry from the OMol25 dataset: C9H15NO6Rb as an isolated structure in a non-equilibrium geometry (ωB97M-V/def2-TZVPD).

Structure (XYZ):
```
32
Properties=species:S:1:pos:R:3:forces:R:3
Rb 0.4807 1.3021 1.5710 0.063 -0.587 0.142
O 2.3662 2.3204 -0.4455 -0.296 -0.016 0.456
C 2.6807 1.6209 -1.6179 -0.886 0.031 -0.178
C 1.7847 0.3942 -1.8663 -0.506 0.365 -0.101
N 0.3894 0.5598 -1.5140 -0.574 -0.034 0.389
C -0.2495 1.6480 -2.2546 -0.368 -0.745 0.461
C -0.7772 2.7943 -1.3672 0.035 1.062 0.098
O -0.1808 3.0622 -0.2494 -0.276 -0.520 -1.115
O -1.7161 3.4322 -1.8496 -0.030 -0.090 0.173
C -0.3337 -0.7435 -1.5597 0.767 0.946 -0.874
C -0.0971 -1.6805 -0.3862 -0.172 -0.353 0.228
O -0.8706 -2.6520 -0.3242 -0.133 -0.120 -0.002
O 0.8153 -1.3959 0.4292 0.395 0.417 0.351
H 1.3875 2.5598 -0.4746 0.442 0.255 -0.046
H 3.6835 1.2435 -1.5353 0.667 -0.021 0.021
H 2.6444 2.3176 -2.4709 -0.002 -0.194 -0.015
H 2.1115 -0.4475 -1.2795 0.453 -0.370 -0.014
H 1.7937 0.2027 -2.9426 0.584 -0.485 -0.376
H -1.0915 1.2725 -2.8288 -0.354 -0.065 0.095
H 0.3920 2.0441 -3.0385 0.426 0.309 0.079
H -0.0818 -1.2719 -2.5005 0.037 -0.087 0.201
H -1.4020 -0.6014 -1.6169 -0.327 0.412 0.071
C -2.5850 -1.4341 2.7215 -0.378 -0.448 -1.277
C -1.2887 -1.3467 3.4134 0.494 -0.447 -0.007
C -0.2490 -2.3677 3.1187 0.737 -0.460 -0.017
O -1.0548 -0.4277 4.1638 0.300 0.949 0.595
H -3.1196 -2.3214 3.0586 -0.042 -0.142 0.034
H -2.3713 -1.6167 1.6325 -0.387 0.301 0.759
H -3.1885 -0.5533 2.9366 0.051 -0.010 -0.264
H -0.6185 -3.3728 2.9623 -0.474 -0.149 -0.188
H 0.4627 -2.4286 3.9437 0.046 0.286 -0.036
H 0.2834 -2.1128 2.1708 -0.293 0.009 0.356
```
Forces are in eV/Å.

Computed properties:
Energy above the lowest of the compared OMol25 structures with the same formula, charge and spin in kcal per mole: 0.0
Total charge: -1
E_LUMO in eV: 2.284
Orbital gap in eV: 7.37

=====

Entry 7:
Entry from the OMol25 dataset: one molecule with the formula C9H15NOSi in a non-equilibrium geometry (ωB97M-V/def2-TZVPD).

Structure (XYZ):
```
27
Properties=species:S:1:pos:R:3:forces:R:3
C -0.7081 0.9241 -1.6420 -3.685 -1.965 3.852
Si -0.4483 0.9890 0.3208 -0.430 2.375 -2.150
C 0.7970 2.4099 0.4367 -0.391 -2.195 0.847
C -2.0813 1.6307 1.0879 -1.145 -4.123 1.697
O 0.0881 -0.4282 0.8384 1.897 -1.967 1.191
C 1.5485 -1.0630 0.9198 -2.437 2.260 2.939
C 1.3579 -2.4752 1.4537 1.378 0.121 1.753
C 0.7514 -3.4511 0.7780 -0.362 -0.109 0.457
C 0.0030 -3.1624 -0.4512 2.709 1.743 -0.677
C 0.3888 -2.2746 -1.4115 0.286 -1.042 0.746
C 1.6130 -1.5349 -1.3386 2.003 1.938 -1.953
N 2.1328 -0.9274 -0.3478 0.884 -0.602 0.521
H -1.8328 0.6523 -1.7811 2.123 -0.051 -0.261
H -0.5700 1.8502 -2.0126 0.535 3.177 -1.356
H 0.0196 0.2609 -1.9702 0.829 -1.339 -1.133
H 1.0318 2.8208 1.3547 -0.400 0.860 2.687
H 1.7884 2.1747 0.2200 1.823 -1.300 -1.157
H 0.6328 3.2268 -0.1528 -1.121 2.083 -1.902
H -2.2156 2.6148 0.8390 -0.135 2.653 -0.716
H -3.0336 1.0825 0.6867 1.765 0.746 0.649
H -2.1589 1.5591 2.2414 0.310 0.054 -1.801
H 2.0471 -0.3828 1.7729 -0.816 -1.523 -2.262
H 1.7547 -2.7529 2.5307 -0.514 0.870 -2.432
H 0.7901 -4.4242 1.3220 -0.714 0.620 -0.992
H -0.8946 -3.5823 -0.6709 -2.431 -1.876 -0.148
H -0.1370 -2.1213 -2.3466 -0.391 -0.306 0.203
H 2.2173 -1.2267 -2.3022 -1.570 -1.103 1.396
```
Forces are in eV/Å.

Computed properties:
Energy above the lowest of the compared OMol25 structures with the same formula, charge and spin in kcal per mole: 33.8
SMILES: C[Si](C)(C)O[C@H]1C=CC=CC=N1
E_LUMO in eV: 0.159
Orbital gap in eV: 9.35

=====

| no. | calculated total energy (Ha) |
| --- | --- |
| 1 | -1351.442825 |
| 2 | -1009.776453 |
| 3 | -516.037945 |
| 4 | -968.675944 |
| 5 | -680.077946 |
| 6 | -882.358316 |
| 7 | -771.344521 |